Here is 10 unconnected molecules or ions with the total composition C48H125N9O15 in a non-equilibrium geometry from the OMol25 dataset. Energies are from wB97M-V/def2-TZVPD.

gap between HOMO and LUMO: 9.13 eV
SMILES: COC[C@H](C)N.COC[C@H](C)N.COC[C@H](C)N.COC[C@H](C)N.COCCNCCOC.COCCNCCOC.COCCNCCOC.COCCNCCOC.COCCNCCOC.CCO
E_LUMO: 0.51 eV
HOMO level: -8.61 eV
energy above the lowest of the compared OMol25 structures with the same formula, charge and spin: 57.4 kcal per mole

The geometry in XYZ format:
```
197
Properties=species:S:1:pos:R:3:forces:R:3
C -2.194 2.329 -5.485 -0.40 -0.34 -0.25
C -3.137 1.130 -5.645 1.66 -0.24 0.54
O -4.275 1.458 -6.390 -0.35 -0.05 -0.38
H -2.832 3.164 -5.194 0.43 0.31 0.04
H -1.687 2.515 -6.433 -0.28 0.33 -0.13
H -1.377 2.158 -4.783 -0.27 -0.08 0.36
H -3.418 0.730 -4.669 -0.28 0.18 0.07
H -2.559 0.340 -6.130 -0.18 -0.21 -0.08
H -4.099 1.143 -7.280 -0.28 0.13 -0.11
C 0.537 4.466 -2.616 -0.31 0.74 0.38
O 0.242 5.835 -2.403 0.21 0.66 -0.17
C 1.216 6.551 -1.645 -0.87 -0.66 0.58
C 0.940 8.038 -1.650 0.45 0.73 -0.99
N 1.305 8.624 -2.955 -0.69 0.39 0.07
C 0.983 10.033 -2.969 1.02 1.82 0.19
C 1.216 10.667 -4.327 0.60 -1.17 -0.47
O 0.291 10.101 -5.238 -0.87 0.25 0.05
C 0.548 10.538 -6.563 0.31 -0.19 0.87
H 0.578 3.898 -1.686 0.16 0.01 0.11
H 1.494 4.384 -3.134 -0.10 -0.35 -0.32
H -0.342 4.097 -3.142 0.41 -0.24 -0.43
H 2.234 6.343 -1.982 0.06 0.14 -0.32
H 1.164 6.145 -0.632 0.09 0.26 0.32
H 1.563 8.549 -0.912 0.37 -0.31 0.10
H -0.055 8.416 -1.401 -0.50 -0.94 0.21
H 0.754 8.228 -3.707 -0.08 -0.52 0.12
H 1.638 10.547 -2.258 0.51 -0.06 -0.07
H 0.033 10.435 -2.599 -0.82 -0.98 -0.10
H 2.208 10.375 -4.685 0.33 0.01 0.16
H 1.209 11.759 -4.356 -0.43 0.14 0.32
H 1.400 9.951 -6.911 0.12 0.28 -0.49
H 0.788 11.600 -6.491 0.09 0.11 -0.57
H -0.319 10.382 -7.204 -0.02 -0.09 0.18
C 4.245 -0.292 -0.976 -0.18 -0.67 1.14
O 5.048 -1.268 -0.332 0.57 -0.40 -0.20
C 6.027 -0.771 0.559 -0.38 -0.14 0.29
C 6.846 -1.916 1.213 -0.55 0.19 -0.75
N 6.364 -2.261 2.544 0.59 1.24 0.03
C 7.136 -3.272 3.245 -0.67 -0.05 -0.81
C 6.483 -3.565 4.563 -0.34 -0.27 0.19
O 5.166 -4.005 4.255 -0.63 -0.64 -0.21
C 4.431 -4.576 5.349 1.41 0.63 -0.19
H 3.527 -0.921 -1.500 -0.05 0.55 -0.43
H 4.788 0.420 -1.602 0.23 -0.26 -0.29
H 3.712 0.281 -0.213 -0.25 0.16 -0.03
H 5.509 -0.219 1.349 0.09 0.13 0.27
H 6.653 -0.042 0.038 0.31 -0.10 -0.09
H 7.890 -1.603 1.176 0.09 -0.03 0.67
H 6.801 -2.798 0.567 -0.07 -0.01 -0.40
H 5.383 -2.498 2.491 0.03 -0.29 0.10
H 8.178 -2.967 3.339 -0.05 0.17 0.17
H 7.114 -4.203 2.668 0.26 -0.32 -0.02
H 6.424 -2.674 5.193 0.07 0.14 0.09
H 7.048 -4.338 5.089 0.00 -0.13 0.12
H 3.362 -4.545 5.149 0.10 0.37 0.00
H 4.770 -3.977 6.197 -0.79 -0.17 0.56
H 4.702 -5.615 5.547 0.20 -0.11 -0.18
C 0.592 -1.406 -5.121 0.01 -0.53 -0.59
O 0.199 -2.772 -4.946 -0.28 -0.29 0.36
C 0.511 -3.330 -3.664 1.44 0.91 0.15
C 0.518 -4.856 -3.587 -0.06 1.21 -0.50
N 1.353 -5.355 -4.660 -0.35 -0.21 -0.02
C 1.437 -6.781 -4.807 0.53 -0.69 -0.87
C 0.115 -7.553 -5.062 0.72 0.83 0.39
O -0.517 -7.691 -3.822 -0.52 -0.19 1.16
C -1.805 -8.274 -3.893 0.09 0.36 -0.07
H 0.097 -0.694 -4.460 0.08 -0.29 0.40
H 0.296 -1.122 -6.130 -0.08 -0.19 -0.05
H 1.681 -1.334 -5.089 0.07 0.15 0.38
H -0.059 -2.862 -2.857 -0.54 -0.10 -0.09
H 1.540 -3.009 -3.479 0.25 -0.08 0.19
H -0.509 -5.218 -3.510 -0.03 -0.35 -0.31
H 1.030 -5.113 -2.659 -0.19 0.00 0.20
H 1.146 -4.990 -5.580 -0.37 0.58 0.28
H 2.047 -7.216 -4.014 -0.48 -0.16 0.39
H 2.096 -6.878 -5.673 -0.19 -0.45 -0.26
H 0.272 -8.524 -5.539 0.15 -0.14 -0.03
H -0.510 -6.940 -5.718 -0.09 0.03 -0.28
H -2.461 -7.627 -4.481 -0.01 -0.37 -0.71
H -2.337 -8.295 -2.941 0.74 -0.02 0.43
H -1.693 -9.301 -4.246 -0.46 0.00 -0.37
C 2.918 0.893 3.112 0.61 0.49 0.56
O 2.418 0.035 4.118 -0.14 -0.06 0.51
C 3.351 -0.864 4.764 0.14 -0.07 -1.90
C 2.797 -1.421 6.049 0.81 -0.82 -0.24
N 2.621 -0.397 7.014 -0.79 1.18 0.90
C 1.917 -0.926 8.185 -0.55 -0.74 -0.51
C 1.366 0.169 9.086 0.85 -0.04 0.21
O 0.615 -0.370 10.166 0.12 -0.41 -0.35
C 0.370 0.507 11.240 -0.21 0.40 -0.02
H 3.619 1.625 3.526 0.17 0.01 0.33
H 2.094 1.493 2.725 -0.16 -0.35 -0.13
H 3.467 0.419 2.297 -0.36 -0.49 -0.09
H 4.329 -0.390 4.862 -0.07 0.29 0.45
H 3.498 -1.626 3.994 0.19 -0.59 0.39
H 3.474 -2.142 6.513 0.54 0.02 -0.46
H 1.926 -2.065 5.879 -0.60 0.32 -0.31
H 1.975 0.265 6.594 0.10 0.48 -0.02
H 2.533 -1.667 8.696 0.25 0.31 0.28
H 1.101 -1.519 7.758 -0.58 -0.12 0.49
H 0.827 0.856 8.428 -0.56 0.14 0.26
H 2.219 0.729 9.478 0.08 0.14 0.12
H -0.363 1.264 10.952 0.12 0.29 -0.05
H 1.275 0.980 11.628 0.20 0.15 -0.30
H -0.063 -0.002 12.101 -0.01 -0.55 -0.34
C -2.682 3.512 -1.144 -0.51 0.04 0.67
O -1.645 4.099 -0.400 1.66 -0.20 -0.10
C -1.571 3.638 0.946 -0.24 0.95 -0.28
C -0.380 4.319 1.669 -0.21 -0.88 -0.98
N 0.928 3.975 1.045 -1.74 0.12 1.72
C 1.999 4.645 1.796 0.90 -1.34 -2.27
C 3.278 4.024 1.201 1.11 1.28 -0.09
O 3.420 4.377 -0.198 -0.70 0.07 0.76
C 4.633 3.930 -0.762 -0.25 -0.15 -0.15
H -3.578 4.006 -0.760 -0.58 -0.40 -0.45
H -2.725 2.429 -1.004 -0.11 -0.10 0.18
H -2.583 3.658 -2.219 0.29 0.46 0.13
H -1.544 2.547 0.986 0.39 -0.15 -0.02
H -2.529 3.925 1.389 0.04 0.07 0.60
H -0.365 3.968 2.702 -0.03 -0.02 0.06
H -0.508 5.404 1.686 -0.28 0.13 -0.01
H 0.868 4.279 0.084 0.46 0.22 -0.02
H 1.986 4.424 2.863 -0.34 -0.13 -0.04
H 1.979 5.725 1.636 0.19 0.17 0.16
H 3.372 2.948 1.356 -0.58 -0.20 -0.22
H 4.141 4.430 1.736 0.20 0.23 0.03
H 4.575 2.854 -0.941 0.39 -0.23 0.46
H 5.469 4.249 -0.138 0.21 -0.36 0.05
H 4.789 4.345 -1.758 -0.36 0.43 0.10
C 0.848 0.600 -1.992 -0.27 0.04 -0.39
C -0.005 0.872 -0.785 -0.42 -0.68 1.69
C -1.115 -0.209 -0.660 0.30 -0.17 -1.70
O -2.027 0.004 -1.762 -0.50 0.05 0.61
C -3.023 -0.995 -1.845 -0.25 -0.38 -1.06
N 0.836 0.913 0.448 -0.30 -0.23 -0.51
H 1.695 1.283 -2.059 -0.11 0.15 -0.04
H 0.186 0.704 -2.853 0.31 0.09 -0.25
H 1.246 -0.415 -1.989 -0.04 -0.06 0.14
H -0.521 1.830 -0.879 -0.05 0.08 -0.31
H -1.632 -0.298 0.299 -0.08 0.53 0.17
H -0.711 -1.198 -0.894 0.51 -0.16 0.51
H -3.465 -1.047 -2.842 0.29 0.63 -0.30
H -3.906 -0.861 -1.216 0.38 0.15 0.65
H -2.618 -2.008 -1.776 0.24 -0.04 0.67
H 1.027 1.894 0.626 0.28 0.21 0.06
H 0.309 0.629 1.265 -0.19 -0.24 0.01
C -2.592 -4.116 -7.839 0.22 0.30 -0.29
C -3.105 -3.430 -6.573 1.04 -0.74 0.03
C -3.152 -4.336 -5.326 -0.68 -0.48 -0.89
O -3.813 -3.623 -4.306 -0.39 0.35 0.21
C -3.912 -4.269 -3.057 0.93 -0.08 0.03
N -2.207 -2.315 -6.317 -0.86 0.50 -0.39
H -2.586 -3.339 -8.604 -0.26 -0.07 -0.14
H -3.177 -4.961 -8.202 -0.04 -0.04 0.19
H -1.535 -4.385 -7.790 0.00 -0.31 0.40
H -4.104 -3.068 -6.820 -0.11 0.09 0.41
H -2.169 -4.700 -5.014 0.39 0.46 0.05
H -3.669 -5.259 -5.611 -0.55 -0.13 0.26
H -4.439 -5.222 -3.121 -0.14 -0.03 0.02
H -4.350 -3.624 -2.296 -0.49 0.16 -0.50
H -2.907 -4.438 -2.658 0.23 -0.41 -0.07
H -2.651 -1.803 -5.565 0.45 0.24 0.26
H -1.323 -2.693 -5.989 -0.21 0.15 0.19
C -7.680 -5.125 3.076 0.67 1.04 -0.08
C -7.310 -3.624 3.269 1.09 -0.72 -0.70
C -6.790 -2.988 1.951 0.40 -0.29 0.92
O -5.506 -3.519 1.667 -0.70 -0.12 -0.07
C -4.904 -2.943 0.548 0.69 -0.25 -0.24
N -8.399 -2.901 3.851 -1.60 0.64 -0.52
H -6.943 -5.662 2.478 0.27 0.28 0.02
H -8.614 -5.225 2.523 -0.33 -0.15 0.55
H -7.615 -5.529 4.085 -0.83 -0.46 -0.19
H -6.540 -3.660 4.041 0.50 0.40 -0.37
H -6.670 -1.904 2.026 -0.25 0.22 0.28
H -7.520 -3.180 1.159 0.01 -0.16 -0.28
H -4.809 -1.855 0.593 -0.04 0.13 0.38
H -5.391 -3.154 -0.407 -0.35 -0.25 0.06
H -3.910 -3.392 0.526 0.11 0.21 -0.24
H -8.246 -1.901 3.909 0.83 0.06 0.48
H -9.137 -2.863 3.153 -0.51 -0.59 0.07
C -2.057 1.145 6.205 0.51 -1.23 0.01
C -0.946 0.444 5.375 -1.06 0.19 1.20
C -1.495 -0.256 4.151 0.80 0.27 -1.59
O -2.616 -1.042 4.310 -1.05 -0.37 0.98
C -3.249 -1.507 3.124 0.79 0.77 0.70
N 0.087 1.435 5.066 -0.12 -0.68 -0.31
H -2.870 0.466 6.463 -0.10 -0.10 -0.45
H -2.453 1.985 5.635 0.03 0.21 0.28
H -1.644 1.393 7.183 0.12 0.68 -0.22
H -0.483 -0.351 5.964 0.08 0.16 0.40
H -0.714 -0.907 3.743 0.44 0.16 -0.20
H -1.673 0.531 3.407 -0.21 0.19 -0.33
H -3.626 -0.646 2.565 -0.42 0.04 -0.03
H -4.030 -2.169 3.490 -0.03 -0.06 -0.54
H -2.527 -1.985 2.458 0.00 -0.47 0.07
H -0.282 2.108 4.404 -0.19 0.21 0.04
H 0.821 0.940 4.568 0.28 0.12 0.14
```
Positions in Å, forces in eV/Å.

---

Here is C2H3FN2O in the gas phase in a non-equilibrium geometry from the OMol25 dataset. Energies are from wB97M-V/def2-TZVPD.

multiplicity: 3
gap between HOMO and LUMO (alpha / beta): 6.59 / 7.58 eV
<S²>: 2.014
E_LUMO (alpha / beta): 0.59 / -3.20 eV
HOMO level (alpha / beta): -6.00 / -10.78 eV
energy above the lowest of the compared OMol25 structures with the same formula, charge and spin: 76.6 kcal per mole

The geometry in XYZ format:
```
9
Properties=species:S:1:pos:R:3:forces:R:3
C -0.897 0.680 0.114 2.58 -7.04 1.98
C 1.332 -0.060 0.022 0.02 0.75 0.04
N -2.097 0.976 0.198 -6.63 3.48 0.53
N -1.660 -0.445 0.444 3.46 8.07 3.94
O 0.246 0.935 -0.351 2.39 0.49 -0.11
F -1.644 -1.278 -0.823 -0.28 -5.71 -6.09
H 2.239 0.108 -0.640 -1.58 -0.09 0.68
H 0.896 -1.053 -0.045 0.13 -0.01 -0.35
H 1.585 0.137 1.080 -0.08 0.05 -0.63
```
Positions in Å, forces in eV/Å.

---

Here is a molecular structure, C18H31BF11NO18S3Zr in a non-equilibrium geometry from the OMol25 dataset. Energies are from wB97M-V/def2-TZVPD.

charge: -2
gap between HOMO and LUMO: 3.39 eV
E_LUMO: 3.58 eV
HOMO level: 0.19 eV
energy above the lowest of the compared OMol25 structures with the same formula, charge and spin: 0.0 kcal per mole

The geometry in XYZ format:
```
84
Properties=species:S:1:pos:R:3:forces:R:3
Zr 21.702 10.348 -6.917 -6.90 2.35 4.48
N 23.661 10.908 -6.569 6.23 2.45 3.56
S 25.127 10.824 -7.227 0.73 -4.07 -4.20
O 26.106 9.889 -6.671 -1.22 2.16 -0.11
O 25.420 12.023 -7.929 0.97 0.17 0.62
F 24.592 9.861 -8.400 0.13 -0.04 -0.56
S 24.322 11.704 -5.166 -4.46 3.09 6.38
O 23.365 12.645 -4.577 2.09 -2.13 -2.35
O 25.713 11.998 -4.933 0.07 0.49 -2.61
F 24.294 10.480 -4.205 -0.84 -1.52 0.18
B 21.828 10.590 -9.127 0.13 0.19 -2.20
H 20.796 10.652 -8.818 -4.01 0.33 1.18
H 22.387 11.397 -8.678 2.07 2.96 1.85
H 22.203 9.637 -8.787 1.58 -3.89 1.28
H 21.948 10.631 -10.198 0.29 0.13 -3.74
O 19.761 9.274 -6.941 2.58 1.15 0.50
C 19.304 8.770 -5.703 1.01 -0.88 -0.62
C 20.264 8.941 -4.450 0.78 2.49 -0.40
O 21.425 9.812 -4.693 -1.32 -1.12 -2.30
H 19.180 7.701 -5.878 -0.39 -0.52 0.27
H 18.314 9.202 -5.554 -0.04 0.13 0.59
H 20.642 8.101 -3.866 -0.05 -1.11 -0.81
H 19.597 9.380 -3.709 0.05 0.69 0.32
O 19.723 14.690 -5.184 -1.56 -1.23 -2.24
C 19.024 13.710 -5.998 2.71 0.93 2.94
C 19.975 12.909 -6.936 0.20 0.84 0.33
O 21.199 12.478 -6.349 0.30 -3.50 -1.38
H 18.216 14.087 -6.625 -0.48 0.42 -0.59
H 18.577 13.046 -5.258 -0.55 -0.87 0.08
H 20.142 13.646 -7.721 0.66 0.12 -0.49
H 19.507 12.058 -7.430 -0.79 -0.28 -0.07
C 25.624 10.303 -12.196 0.95 -1.16 -1.53
C 25.166 8.899 -11.727 0.42 2.20 2.01
O 24.768 8.034 -12.793 -0.61 -1.39 -0.57
C 24.571 6.714 -12.553 1.59 -1.30 3.00
O 24.807 6.134 -11.479 -0.89 1.87 -3.12
C 24.078 5.792 -13.776 1.58 0.57 2.30
F 22.842 5.452 -13.526 -1.07 -0.88 0.37
F 24.107 6.390 -14.905 0.25 1.29 -2.30
F 24.875 4.689 -13.875 -0.70 0.62 0.39
H 26.540 10.140 -12.764 0.28 0.01 -0.20
H 25.953 10.965 -11.395 -0.66 -0.24 0.30
H 24.986 10.804 -12.924 -0.49 0.00 0.48
H 24.414 9.123 -10.970 -0.93 -0.75 -0.41
H 25.968 8.540 -11.082 0.18 -0.82 -0.59
C 25.219 7.091 -4.754 1.15 -0.05 1.08
C 23.764 6.772 -4.359 2.55 3.10 -0.21
O 23.241 6.202 -5.522 -2.61 -0.20 -3.94
C 22.832 7.008 -6.594 0.37 1.73 1.21
O 22.820 8.247 -6.646 0.44 -3.88 0.50
C 22.239 6.227 -7.857 -1.18 -0.13 -0.23
F 22.636 6.731 -9.076 0.19 -0.83 2.11
F 22.435 4.904 -7.773 0.86 0.50 -0.37
F 20.895 6.355 -7.849 0.60 0.48 0.31
H 25.897 7.216 -3.910 -0.44 0.53 0.65
H 25.333 8.005 -5.337 -0.20 -0.27 -0.26
H 25.762 6.250 -5.183 -0.60 -0.21 -0.78
H 23.296 7.746 -4.221 -0.40 -0.03 0.42
H 23.768 6.211 -3.425 -0.80 -0.78 -0.71
C 15.964 11.204 -7.489 0.32 -0.55 1.31
C 16.616 10.746 -8.738 0.04 -1.26 0.83
O 16.522 11.868 -9.578 0.30 1.26 -2.82
C 17.566 12.204 -10.330 3.36 -0.48 0.19
O 18.728 11.840 -10.168 -2.41 0.32 -0.50
C 17.305 13.203 -11.527 -0.59 0.10 0.93
F 18.348 13.975 -11.875 -0.15 -1.10 0.25
F 16.846 12.554 -12.602 0.50 -0.45 -0.33
F 16.339 14.030 -11.178 -0.95 0.92 0.43
H 16.624 11.941 -7.032 -0.43 0.35 0.17
H 15.901 10.367 -6.794 0.04 -0.08 0.13
H 14.940 11.533 -7.667 0.17 0.35 -0.04
H 16.051 9.899 -9.127 -0.13 0.16 -0.70
H 17.636 10.386 -8.606 0.14 0.43 0.13
C 20.211 9.712 -12.248 0.59 -0.45 -0.58
C 21.087 8.433 -12.660 -1.10 1.83 -0.85
O 20.861 8.389 -14.093 -1.37 -0.21 -1.26
S 19.281 8.674 -14.479 0.27 -0.57 0.28
O 18.488 7.448 -14.302 1.49 2.43 0.33
O 19.155 9.301 -15.793 0.66 -0.61 2.66
O 19.131 9.761 -13.246 -0.63 -1.35 -0.99
H 20.697 10.682 -12.359 0.59 -0.35 -0.29
H 19.842 9.778 -11.224 -0.45 -0.73 -0.19
H 20.756 7.477 -12.256 0.13 0.26 0.42
H 22.160 8.626 -12.632 -0.19 -0.15 0.66
```
Positions in Å, forces in eV/Å.

---

Here is a molecular structure, C15H29Br3FN2O3 in a non-equilibrium geometry from the OMol25 dataset. Energies are from wB97M-V/def2-TZVPD.

charge: +1
gap between HOMO and LUMO: 9.32 eV
E_LUMO: -2.80 eV
HOMO level: -12.12 eV
energy above the lowest of the compared OMol25 structures with the same formula, charge and spin: 0.0 kcal per mole

The geometry in XYZ format:
```
53
Properties=species:S:1:pos:R:3:forces:R:3
C 4.694 2.909 0.820 -0.04 -0.07 -0.24
C 4.778 2.305 -0.559 -0.60 0.66 -1.21
O 4.195 2.776 -1.517 0.78 -0.70 1.19
O 5.602 1.219 -0.691 -0.11 0.21 0.14
C 5.024 -0.007 -0.226 0.02 -0.16 -0.22
C 4.146 -0.637 -1.303 0.03 -0.17 0.29
C 3.087 -1.609 -0.740 0.20 0.40 -0.56
C 1.714 -1.266 -1.311 -0.01 -0.25 0.63
C 0.622 -2.228 -0.856 0.14 -0.17 -0.36
C -0.768 -1.830 -1.361 0.14 0.11 0.17
C -1.540 -0.967 -0.377 -0.22 -0.25 0.31
C -2.886 -0.593 -0.964 0.79 0.33 0.13
N -3.415 0.550 -0.140 -0.67 -0.36 -0.51
C -4.708 1.167 -0.645 -0.08 0.28 -0.47
C -5.426 0.407 -1.734 -0.30 0.11 0.01
F -4.792 0.591 -2.953 0.00 -0.18 0.27
C -3.444 0.262 1.330 0.52 0.39 1.12
O -2.852 1.424 1.882 0.00 -0.22 -0.47
C -2.721 -1.016 1.795 0.26 -0.29 -0.15
N -1.826 -1.692 0.849 -0.27 0.05 0.01
H 4.021 3.755 0.765 -0.09 0.07 0.13
H 4.327 2.176 1.535 -0.03 -0.05 0.10
H 5.672 3.238 1.162 0.14 -0.04 -0.07
H 5.850 -0.674 0.006 0.14 0.09 0.15
H 4.470 0.172 0.698 -0.14 0.01 0.05
H 3.668 0.158 -1.872 -0.07 0.11 0.02
H 4.802 -1.166 -1.991 -0.01 0.06 -0.18
H 3.366 -2.626 -1.012 -0.09 -0.18 0.20
H 3.050 -1.531 0.347 -0.02 -0.15 0.14
H 1.762 -1.271 -2.399 -0.03 0.17 -0.12
H 1.484 -0.259 -0.954 -0.12 0.08 -0.34
H 0.863 -3.219 -1.241 0.01 -0.08 0.02
H 0.648 -2.323 0.230 -0.02 0.00 0.11
H -0.639 -1.255 -2.281 -0.06 -0.03 -0.14
H -1.370 -2.707 -1.598 -0.06 -0.08 0.04
H -0.972 -0.050 -0.157 0.08 0.14 -0.25
H -3.554 -1.444 -0.908 -0.19 -0.02 -0.11
H -2.743 -0.218 -1.972 -0.35 -0.05 -0.17
H -2.708 1.277 -0.242 0.11 0.08 0.27
H -5.402 1.333 0.172 0.15 -0.15 0.28
H -4.464 2.148 -1.047 0.08 0.05 0.00
H -6.432 0.823 -1.804 0.04 0.08 -0.09
H -5.544 -0.656 -1.525 0.17 -0.08 -0.11
H -4.470 0.214 1.684 -0.23 -0.16 -0.42
H -3.382 1.742 2.613 -0.04 0.16 0.29
H -2.166 -0.715 2.683 -0.01 0.16 0.07
H -3.470 -1.729 2.140 -0.18 0.00 -0.11
H -0.972 -1.932 1.330 0.05 -0.02 -0.03
C 1.079 1.021 2.909 -0.14 0.11 -0.04
Br -0.141 1.989 4.034 0.07 -0.02 0.01
Br 0.826 -0.882 3.066 0.14 0.00 0.07
Br 0.977 1.606 1.073 0.09 0.08 0.15
H 2.079 1.240 3.257 0.02 -0.02 0.00
```
Positions in Å, forces in eV/Å.